Entry 1:
ORCA calculation (wB97M-V/def2-TZVPD) on a cluster of 2 separate species, C26H58BrClN3O3P2S2Si in total.

Structure (ORCA input):
```
! RIJCOSX wB97M-V def2-TZVPD def2/J DEFGRID3
* xyz 1 1
C -0.570 1.406 3.664
C -0.372 0.217 2.724
C -1.482 -0.835 2.827
C -1.001 -2.290 2.775
C 0.073 -2.590 1.716
C -0.260 -3.733 0.765
C -1.559 -3.564 -0.035
C -1.892 -2.166 -0.545
N -1.399 -1.743 -1.885
C -2.444 -1.701 -2.912
C -2.101 -0.773 -4.082
C -1.298 0.462 -3.685
C -2.093 1.504 -2.894
C -2.097 1.247 -1.387
C -2.373 2.505 -0.562
C -2.736 2.182 0.897
C -2.096 3.139 1.906
C -0.175 -2.265 -2.282
S 1.203 -1.728 -1.582
S -0.189 -3.437 -3.625
C 1.050 -4.674 -3.167
C 2.523 -4.275 -3.178
C 2.919 -3.388 -4.344
Si 4.746 -2.937 -4.380
C 5.583 -3.349 -2.720
C 7.045 -3.575 -2.797
O 7.894 -2.736 -2.711
Cl 7.484 -5.281 -3.029
P 5.030 -0.714 -4.764
N 6.258 -0.417 -5.716
P 5.624 -4.123 -6.109
O 4.959 -3.223 -7.313
Br 7.758 -3.551 -6.239
H -1.626 1.651 3.765
H -0.124 1.217 4.641
H -0.075 2.282 3.242
H 0.611 -0.229 2.864
H -0.361 0.613 1.708
H -2.011 -0.690 3.771
H -2.223 -0.680 2.042
H -0.601 -2.557 3.754
H -1.865 -2.935 2.622
H 0.288 -1.707 1.113
H 1.016 -2.832 2.204
H 0.585 -3.902 0.102
H -0.355 -4.652 1.350
H -1.576 -4.285 -0.853
H -2.385 -3.855 0.614
H -2.974 -2.102 -0.619
H -1.589 -1.404 0.170
H -2.684 -2.704 -3.276
H -3.347 -1.328 -2.436
H -3.051 -0.434 -4.496
H -1.607 -1.313 -4.889
H -0.923 0.919 -4.603
H -0.422 0.203 -3.096
H -3.113 1.593 -3.272
H -1.628 2.479 -3.059
H -1.125 0.849 -1.093
H -2.856 0.509 -1.121
H -3.203 3.040 -1.024
H -1.496 3.152 -0.579
H -3.817 2.255 1.011
H -2.430 1.165 1.144
H -2.561 4.122 1.868
H -1.036 3.257 1.681
H -2.181 2.734 2.914
H 0.889 -5.433 -3.932
H 0.776 -5.133 -2.220
H 3.117 -5.192 -3.216
H 2.761 -3.805 -2.228
H 2.368 -2.447 -4.340
H 2.680 -3.879 -5.290
H 5.095 -4.222 -2.294
H 5.441 -2.515 -2.033
H 3.805 -0.212 -5.251
H 5.183 -0.145 -3.473
H 5.985 0.121 -6.530
H 5.320 -2.323 -7.285
C -1.721 6.570 7.049
C -0.907 5.822 6.008
C -1.647 5.540 4.702
O -2.575 4.499 4.930
C -3.960 4.859 4.862
N -0.569 4.451 6.547
H -2.594 5.995 7.364
H -1.125 6.793 7.935
H -2.066 7.515 6.636
H 0.035 6.336 5.819
H -0.935 5.189 3.947
H -2.121 6.442 4.319
H -4.141 5.528 4.021
H -4.294 5.330 5.789
H -4.520 3.941 4.710
H -0.287 4.469 7.526
H 0.161 3.991 5.999
H -1.424 3.885 6.435
*
```

Summary:
orbital gap	6.06	eV
lowest unoccupied orbital energy	-3.25	eV
highest occupied orbital energy	-9.3107	eV

Results of the Löwdin charge analysis, in e, for atoms 1 through 4: atom 1 (C): -0.138, atom 2 (C): -0.237, atom 3 (C): -0.210, atom 4 (C): -0.187

Entry 2:
ORCA calculation (wB97M-V/def2-TZVPD) on a cluster of 10 separate species, C26H58F15N5O20S5 in total.

Structure (ORCA input):
```
! RIJCOSX wB97M-V def2-TZVPD def2/J DEFGRID3
* xyz 0 1
C 4.864 -19.334 4.764
C 4.655 -17.994 4.014
O 5.106 -17.816 2.898
N 3.883 -16.876 4.690
H 3.987 -16.959 5.691
H 4.238 -15.955 4.476
C 2.352 -16.971 4.359
H 5.360 -19.885 3.965
H 3.903 -19.753 5.060
H 5.506 -19.170 5.630
H 1.777 -16.324 5.021
H 1.950 -17.958 4.590
H 2.028 -16.789 3.334
C 16.277 -20.043 2.681
C 15.326 -21.063 2.045
O 15.413 -22.305 2.197
N 14.260 -20.387 1.131
H 14.361 -19.384 1.068
H 14.370 -20.742 0.192
C 12.786 -20.690 1.539
H 16.549 -19.483 1.786
H 17.195 -20.500 3.048
H 15.787 -19.439 3.445
H 12.786 -20.676 2.629
H 12.507 -21.651 1.107
H 12.137 -19.923 1.117
C -1.415 -11.011 -0.826
N -2.750 -10.535 -1.425
C -3.263 -9.438 -0.523
C -2.286 -9.972 -2.785
C -3.731 -11.752 -1.669
C -4.282 -12.588 -0.425
O -3.280 -13.228 0.340
H -1.657 -11.346 0.183
H -0.557 -10.347 -0.927
H -1.225 -11.916 -1.403
H -3.304 -9.730 0.526
H -4.189 -8.954 -0.833
H -2.515 -8.652 -0.416
H -1.557 -9.171 -2.661
H -3.199 -9.589 -3.242
H -1.933 -10.836 -3.348
H -3.315 -12.436 -2.408
H -4.554 -11.235 -2.164
H -4.866 -13.464 -0.708
H -4.914 -11.970 0.213
H -3.152 -14.121 0.010
C -1.442 -27.034 6.662
N -0.875 -28.424 6.133
C -0.263 -29.141 7.392
C -2.146 -29.161 5.638
C 0.112 -28.271 4.870
C 1.155 -27.133 5.088
O 1.865 -27.185 6.305
H -2.288 -27.136 7.342
H -1.735 -26.588 5.711
H -0.658 -26.516 7.213
H -1.017 -29.304 8.162
H 0.493 -28.487 7.825
H 0.280 -30.005 7.011
H -1.694 -30.078 5.260
H -2.534 -28.483 4.878
H -2.858 -29.266 6.457
H -0.587 -28.040 4.066
H 0.657 -29.180 4.613
H 0.655 -26.165 5.042
H 1.970 -27.047 4.369
H 2.799 -27.004 6.175
C 6.383 -14.100 -4.512
N 7.283 -14.998 -5.365
C 8.627 -14.855 -4.611
C 6.858 -16.486 -5.215
C 7.527 -14.610 -6.852
C 7.448 -13.125 -7.215
O 8.523 -12.508 -6.471
H 6.175 -14.719 -3.640
H 5.445 -13.974 -5.053
H 6.796 -13.116 -4.288
H 9.375 -15.386 -5.200
H 8.570 -15.272 -3.606
H 8.809 -13.781 -4.585
H 6.063 -16.563 -5.957
H 6.448 -16.646 -4.218
H 7.670 -17.185 -5.416
H 6.848 -15.138 -7.521
H 8.525 -15.012 -7.029
H 6.562 -12.612 -6.839
H 7.545 -13.047 -8.298
H 8.597 -11.586 -6.728
C -1.508 -9.361 10.354
F -1.934 -8.813 9.181
F -0.611 -8.550 10.873
F -2.618 -9.485 11.106
S -0.705 -11.123 10.115
O -0.605 -11.621 11.478
O -1.673 -11.837 9.292
O 0.550 -10.879 9.448
C 3.882 -7.341 3.840
F 3.265 -6.949 2.682
F 4.751 -6.358 4.260
F 2.893 -7.587 4.738
S 4.765 -9.025 3.646
O 5.557 -8.881 2.473
O 5.594 -9.088 4.825
O 3.809 -10.079 3.483
C 11.052 -14.580 5.069
F 12.327 -14.664 4.685
F 10.785 -13.290 5.352
F 10.202 -14.999 4.053
S 10.717 -15.535 6.776
O 11.309 -14.778 7.908
O 9.281 -15.673 6.897
O 11.393 -16.815 6.581
C 2.491 -21.555 11.154
F 3.043 -21.167 12.274
F 3.393 -21.987 10.232
F 1.599 -22.492 11.381
S 1.582 -20.016 10.454
O 0.838 -20.493 9.260
O 0.825 -19.419 11.542
O 2.575 -19.124 9.892
C 1.324 -20.813 -2.162
F 2.360 -20.937 -3.071
F 0.638 -21.987 -2.033
F 1.845 -20.564 -0.937
S 0.093 -19.332 -2.616
O -0.802 -19.771 -3.718
O -0.674 -19.119 -1.399
O 0.991 -18.238 -3.015
*
```

Summary:
orbital gap	2.23	eV
lowest unoccupied orbital energy	-3.09	eV
highest occupied orbital energy	-5.3281	eV

Results of the Löwdin charge analysis, in e, for atoms 1 through 4: atom 1 (C): 0.046, atom 2 (C): -0.353, atom 3 (O): 0.140, atom 4 (N): 0.137

Entry 3:
ORCA calculation (wB97M-V/def2-TZVPD) on a structure of composition C26H58FeP4S.

Structure (ORCA input):
```
! RIJCOSX wB97M-V def2-TZVPD def2/J DEFGRID3
* xyz 3 6
Fe -1.832 0.221 -0.363
P -1.060 0.949 -2.119
P 1.359 1.535 0.505
P -2.826 -1.666 -0.738
H -0.233 2.767 3.942
C -0.564 1.971 3.220
C -0.225 0.657 3.160
H 0.683 0.279 2.672
C -1.832 2.608 -2.028
C 0.564 1.395 -2.752
C -1.760 0.194 -3.631
C 2.469 1.384 2.028
C 2.958 1.482 -0.439
C 1.267 3.392 0.487
C -3.435 -2.439 0.831
C -2.239 -2.973 -1.842
C -4.280 -0.912 -1.678
H -1.252 2.331 2.398
H -0.957 -0.103 3.350
H -1.778 3.010 -3.048
H -1.261 3.252 -1.342
H -2.875 2.547 -1.685
H 0.433 1.617 -3.819
H 1.287 0.579 -2.638
H 0.955 2.288 -2.246
H -1.414 0.824 -4.458
H -2.850 0.173 -3.587
H -1.385 -0.824 -3.777
H 3.164 2.226 1.992
H 3.049 0.450 1.961
H 1.949 1.426 2.990
H 3.509 2.368 -0.100
H 2.849 1.510 -1.523
H 3.516 0.585 -0.153
H 2.171 3.750 1.001
H 0.370 3.745 1.002
H 1.253 3.773 -0.541
H -4.390 -2.952 0.640
H -3.624 -1.718 1.638
H -2.710 -3.183 1.190
H -3.063 -3.335 -2.487
H -1.871 -3.811 -1.234
H -1.433 -2.611 -2.501
H -5.109 -0.955 -0.948
H -4.437 -1.562 -2.550
H -4.129 0.151 -1.979
C -5.010 1.152 1.959
C -6.116 2.062 1.830
C -6.809 2.452 2.971
C -6.410 2.058 4.264
C -5.386 1.097 4.357
C -4.623 0.682 3.252
S -4.039 0.827 0.581
H -2.624 -0.257 0.748
H -6.392 2.479 0.857
H -7.741 2.990 2.801
H -7.011 2.355 5.165
H -5.273 0.622 5.332
H -3.694 0.109 3.417
C 1.060 -2.385 -3.150
C 1.039 -3.282 -1.889
C 2.006 -4.461 -1.923
P 1.102 -2.211 -0.356
C 0.491 -3.164 1.180
C 0.586 -4.690 1.074
C 1.014 -2.579 2.515
C 2.915 -2.074 0.003
C 3.552 -3.257 0.759
C 3.703 -1.620 -1.240
H 2.061 -2.150 -3.508
H 0.579 -1.415 -2.961
H 0.515 -2.848 -3.985
H 0.045 -3.741 -1.861
H 3.029 -4.167 -2.124
H 1.978 -5.018 -0.979
H 1.709 -5.173 -2.703
H -0.572 -2.895 1.106
H 1.614 -5.097 1.131
H 0.043 -5.149 1.919
H 0.079 -5.069 0.166
H 1.645 -1.689 2.379
H 0.178 -2.257 3.156
H 1.582 -3.292 3.130
H 2.939 -1.224 0.712
H 3.454 -4.218 0.227
H 4.625 -3.045 0.884
H 3.110 -3.351 1.767
H 3.175 -0.828 -1.790
H 4.671 -1.214 -0.920
H 3.922 -2.408 -1.961
*
```

Summary:
orbital gap (alpha / beta)	3.89 / 3.73	eV
<S²>	8.83
lowest unoccupied orbital energy (alpha / beta)	-11.61 / -11.73	eV
highest occupied orbital energy (alpha / beta)	-15.4985 / -15.4606	eV

Results of the Löwdin charge analysis, in e, for atoms 1 through 4: atom 1 (Fe): 0.091, atom 2 (P): 0.652, atom 3 (P): 0.840, atom 4 (P): 0.748

Entry 4:
ORCA calculation (wB97M-V/def2-TZVPD) on a cluster of 4 separate species, C26H58N3O4S in total.

Structure (ORCA input):
```
! RIJCOSX wB97M-V def2-TZVPD def2/J DEFGRID3
* xyz 1 1
C -1.265 -8.444 -1.515
C -1.880 -7.850 -2.835
C -2.354 -6.383 -2.606
C -1.162 -5.377 -2.388
C -0.099 -5.510 -3.547
C 0.549 -4.141 -3.940
C 1.541 -3.604 -2.828
C 1.034 -2.156 -2.453
C 1.840 -1.593 -1.225
C 2.220 -0.062 -1.313
S 1.569 0.862 0.158
C -0.222 0.498 0.394
C -1.153 1.656 -0.109
C -1.213 1.905 -1.652
C -2.680 2.430 -1.941
C -1.020 0.639 -2.550
O 2.474 0.205 1.393
C 2.070 0.737 2.683
C 1.417 -0.441 3.487
H -1.208 -9.545 -1.614
H -1.906 -8.176 -0.648
H -0.244 -8.029 -1.385
H -1.163 -7.957 -3.672
H -2.769 -8.463 -3.101
H -2.991 -6.018 -3.440
H -2.979 -6.364 -1.686
H -1.578 -4.349 -2.395
H -0.639 -5.620 -1.442
H 0.735 -6.178 -3.240
H -0.631 -5.946 -4.421
H 1.171 -4.333 -4.838
H -0.229 -3.381 -4.172
H 2.593 -3.607 -3.161
H 1.385 -4.199 -1.899
H -0.009 -2.314 -2.102
H 1.095 -1.462 -3.311
H 2.789 -2.163 -1.156
H 1.288 -1.775 -0.282
H 3.326 0.006 -1.213
H 1.947 0.438 -2.258
H -0.498 -0.514 0.027
H -0.359 0.439 1.500
H -0.922 2.604 0.429
H -2.186 1.386 0.214
H -0.550 2.735 -1.982
H -3.012 3.190 -1.213
H -3.330 1.524 -1.885
H -2.760 2.771 -2.995
H -1.803 0.680 -3.341
H -0.061 0.692 -3.109
H -1.162 -0.325 -2.034
H 1.431 1.639 2.625
H 3.003 0.989 3.227
H 2.018 -1.339 3.221
H 1.524 -0.304 4.581
H 0.378 -0.665 3.177
C 0.665 4.624 2.172
C -0.260 5.520 1.388
O -0.640 5.219 0.261
N -0.656 6.672 1.979
C -0.292 7.156 3.297
H 0.896 3.745 1.575
H 1.597 5.144 2.399
H 0.182 4.302 3.097
H -1.278 7.247 1.417
H -1.201 7.284 3.888
H 0.203 8.122 3.193
H 0.373 6.470 3.813
C 5.311 -2.596 4.573
C 4.131 -2.537 5.509
O 3.530 -1.496 5.739
N 3.746 -3.696 6.102
C 4.332 -5.015 5.953
H 5.506 -1.604 4.175
H 6.199 -2.936 5.108
H 5.099 -3.270 3.741
H 2.953 -3.591 6.716
H 3.572 -5.699 5.571
H 4.667 -5.366 6.930
H 5.176 -5.008 5.271
C -3.045 6.410 -1.781
C -3.133 7.744 -1.086
O -2.352 8.079 -0.205
N -4.125 8.587 -1.473
C -5.135 8.369 -2.490
H -2.211 5.847 -1.371
H -3.964 5.842 -1.620
H -2.879 6.554 -2.850
H -4.130 9.461 -0.973
H -5.044 9.145 -3.252
H -6.122 8.438 -2.029
H -5.032 7.397 -2.961
*
```

Summary:
orbital gap	8.39	eV
lowest unoccupied orbital energy	-2.73	eV
highest occupied orbital energy	-11.1175	eV

Results of the Löwdin charge analysis, in e, for atoms 1 through 4: atom 1 (C): -0.111, atom 2 (C): -0.262, atom 3 (C): -0.223, atom 4 (C): -0.205

no.,calculated total energy (Eh),strongest force on any atom (eV Å⁻¹)
1,-6217.968021,1.494
2,-6292.290854,6.192
3,-4051.430721,4.585
4,-1888.610275,2.370